An isolated molecule of C6H6O. Source: OMol25; level of theory: wB97M-V/def2-TZVPD.

Structure (XYZ):
```
13
Properties=species:S:1:pos:R:3:forces:R:3:nbo_charge:R:1
C -0.43451 -1.65068 -3.05329 0.969 -0.739 -0.245 -0.220
C -0.30238 -0.95732 -2.07152 0.331 0.883 0.199 -0.070
C -0.21923 0.04328 -0.99367 2.043 -2.000 2.186 0.008
O 1.03173 0.59923 -0.58170 0.456 0.411 -1.439 -0.480
C 0.77508 -0.27293 0.45130 -3.305 0.528 -1.623 0.110
C 0.37019 0.25769 1.76149 -0.593 2.472 0.752 -0.248
C -0.32792 1.41720 1.97720 -0.145 -2.447 2.129 -0.354
H -0.25837 -2.36247 -3.88109 -0.632 0.957 1.013 0.250
H -1.05108 0.71626 -0.94896 -0.262 0.222 0.509 0.209
H 1.27191 -1.22402 0.47822 0.326 -0.306 -0.465 0.193
H 0.80375 -0.22917 2.63481 -0.248 -0.211 -0.207 0.213
H -0.77576 1.74453 2.96332 1.456 -0.684 -0.704 0.204
H -0.88342 1.91841 1.26390 -0.398 0.914 -2.102 0.184
```
Positions in Å, forces in eV/Å.

Calculated values
- Structure (SMILES): C#C[C@@H]1O[C@H]1C=C
- E_HOMO: -8.64 eV
- Energy above the lowest of the compared OMol25 structures with the same formula, charge and spin: 501.44 kJ/mol